C40H37N5P2SSnTe as an isolated structure, computed with the ωB97M-V functional and the def2-TZVPD basis.

Structure (XYZ):
```
87
Properties=species:S:1:pos:R:3:lowdin_charge:R:1
C 0.798 -0.588 -1.677 -0.927
H 6.040 -0.136 1.392 0.119
H -3.797 3.381 5.997 0.080
N 5.378 1.427 -3.461 0.085
H -3.768 -2.750 4.990 0.105
C -2.280 3.980 -2.200 -0.042
C -2.377 -2.003 3.566 -0.238
C -2.695 1.687 -1.631 -0.172
C -0.980 3.658 -2.572 -0.045
Te 1.908 -1.948 -2.869 1.362
C -3.141 2.995 -1.734 -0.065
C -1.375 -1.068 -3.567 -0.405
C 2.961 -2.320 0.578 -0.132
C -2.026 -2.244 -5.990 -0.042
H -2.624 -4.706 3.974 0.128
C 5.179 -0.748 1.156 -0.054
C 4.132 -2.915 1.007 -0.058
H -4.156 3.245 -1.454 0.119
H -2.919 2.505 7.252 0.083
N -1.989 -0.880 3.093 -0.141
H 2.233 0.711 -4.433 0.095
H -2.465 3.312 3.445 0.126
H 6.585 0.263 -2.269 0.116
C -3.154 2.520 6.188 -0.074
H 2.619 1.913 -1.549 0.096
Sn -1.462 -0.634 0.920 1.056
H 6.158 -2.591 1.642 0.119
H -2.632 -5.731 -0.195 0.125
H 4.180 -3.989 1.130 0.116
H -1.659 0.815 -4.579 0.110
C 2.370 3.700 -0.391 -0.046
C 3.426 -0.529 -3.121 -0.564
C -1.384 1.360 -1.983 -0.411
H -2.405 -3.307 -0.704 0.101
P 1.343 -0.204 -0.082 0.898
C -2.446 -3.662 0.319 -0.102
H 4.909 -1.530 -1.913 0.098
C -2.577 -5.008 0.607 -0.011
C -1.988 -0.860 -5.877 -0.043
H -1.199 1.783 5.639 0.108
C 4.667 -0.670 -2.526 -0.122
C 2.183 2.354 -0.657 -0.105
H -2.736 -6.440 2.198 0.131
H -2.626 5.001 -2.285 0.118
C -1.755 -3.046 -4.889 -0.059
S -2.574 1.479 1.546 0.636
H -1.800 -4.124 -4.975 0.116
C 1.094 3.481 1.642 -0.051
C 1.441 1.564 0.227 -0.383
P -0.903 -0.376 -1.987 0.859
H 0.384 1.518 2.107 0.067
N -2.121 2.498 3.927 -0.006
C -2.639 -5.395 1.935 0.002
H 1.961 5.318 0.957 0.118
H -2.880 -1.297 5.508 0.076
C -2.806 -2.237 4.974 0.012
C 0.915 2.127 1.386 -0.108
C 4.184 1.530 -4.052 -0.136
C -2.578 -4.429 2.930 0.028
C 1.816 4.264 0.754 -0.042
H -2.208 -0.240 -6.737 0.119
H -1.351 3.532 5.541 0.119
N -2.395 -2.732 1.278 -0.049
N -1.974 0.219 3.922 0.032
H 0.477 2.095 -2.770 0.096
H -2.080 -2.872 5.489 0.108
H 4.028 2.408 -4.669 0.114
C 5.605 0.337 -2.728 -0.123
C -0.532 2.350 -2.471 -0.087
H -0.319 4.426 -2.952 0.118
C 4.008 -0.145 0.718 -0.072
C -2.448 -3.103 2.567 -0.213
C 3.177 0.584 -3.919 -0.142
C 5.244 -2.127 1.294 -0.046
C -1.673 -0.264 -4.664 -0.057
H -3.382 0.917 -1.292 0.093
C 2.902 -0.933 0.405 -0.386
C -1.874 2.592 5.374 -0.222
H 0.681 3.919 2.542 0.111
C -1.435 -2.458 -3.677 -0.160
C -2.185 1.334 3.268 -0.773
H -1.237 -3.085 -2.813 0.084
H 2.093 -2.933 0.369 0.093
H -2.280 -2.700 -6.938 0.119
H -3.713 1.615 5.948 0.069
H 3.967 0.933 0.625 0.108
H 2.956 4.306 -1.070 0.120
```

Kohn-Sham gap   6.1 eV
Total charge   +2
Energy above the lowest of the compared OMol25 structures with the same formula, charge and spin   17.8 kcal per mole
E_LUMO   -0.2399 Eh

---

AlH8O4 as an isolated structure at a distorted geometry, computed with the ωB97M-V functional and the def2-TZVPD basis.

Structure (XYZ):
```
13
Properties=species:S:1:pos:R:3:lowdin_charge:R:1
H 0.667 -1.811 -0.365 0.152
H 0.047 -1.863 0.807 0.136
H 0.183 -1.181 -1.653 0.176
H -1.803 2.622 -1.071 0.163
H -1.353 -1.666 1.348 0.174
H -0.417 3.163 -0.792 0.176
O 0.279 -1.010 -0.717 0.020
O -0.912 2.347 -0.857 0.224
O 1.158 -0.021 0.635 0.067
Al -0.703 0.552 0.061 1.277
O -0.590 -1.184 1.028 0.102
H 1.638 0.773 0.874 0.157
H 1.806 -0.722 0.702 0.176
```

Kohn-Sham gap   7.9 eV
Total charge   +3
Energy above the lowest of the compared OMol25 structures with the same formula, charge and spin   118.2 kcal per mole
E_LUMO   -0.6691 Eh

---

An isolated ion of composition C11H25N2 and charge +1 at a distorted geometry, computed with the ωB97M-V functional and the def2-TZVPD basis.

Structure (XYZ):
```
38
Properties=species:S:1:pos:R:3:lowdin_charge:R:1
H 0.561 2.971 1.117 0.109
H 0.020 1.243 2.669 0.074
C 0.981 0.795 2.334 0.000
C -2.029 -0.233 -1.056 -0.110
H -3.666 0.990 0.960 0.094
H 3.402 0.052 0.609 0.118
H -0.497 -0.285 -2.738 0.136
N 0.343 -0.704 -0.999 -0.063
H -0.546 -2.475 -1.714 0.136
H 0.794 -0.278 2.569 0.077
C -1.991 -1.146 1.314 -0.045
H 1.323 -1.123 0.566 0.124
C 1.614 -2.242 -2.428 -0.044
H 2.940 1.229 -0.580 0.069
C 2.795 0.996 0.437 -0.052
H -1.777 -0.758 2.320 0.072
C 0.546 2.298 0.193 -0.007
H 1.857 1.177 2.901 0.094
C -0.682 -0.028 -1.703 -0.135
H 1.086 2.747 -0.706 0.109
C 0.467 -2.151 -1.401 -0.151
C 1.315 0.948 0.731 -0.453
H 2.594 -1.827 -2.274 0.073
H 1.150 -1.685 -3.337 0.105
H 0.728 -2.689 -0.492 0.118
H -2.657 0.602 -1.440 0.145
H -2.215 1.204 1.987 0.069
H 1.610 -3.326 -2.745 0.104
H 3.384 1.698 1.055 0.109
H -0.488 2.087 0.043 0.003
H -2.388 -1.274 -1.234 0.133
H -3.194 -1.430 1.249 0.156
N -1.872 0.059 0.394 -0.297
H -0.380 0.999 -1.643 0.111
H -1.283 -1.933 1.115 0.060
H -2.359 2.027 0.357 0.119
C 0.866 -0.322 0.087 -0.027
C -2.586 1.089 1.004 -0.133
```

Kohn-Sham gap   9.0 eV
Total charge   +1
Energy above the lowest of the compared OMol25 structures with the same formula, charge and spin   62.4 kcal per mole
E_LUMO   -0.1207 Eh
SMILES   CC/[N+](=C/C(C)(C)C)CCN(C)C

---

The molecule C4H10N2O at a distorted geometry, computed with the ωB97M-V functional and the def2-TZVPD basis.

Structure (XYZ):
```
17
Properties=species:S:1:pos:R:3:lowdin_charge:R:1
H 2.323 1.975 -0.638 0.076
C 0.604 0.847 -1.122 -0.501
C -0.749 -0.149 1.159 -0.303
H -0.680 -0.953 -1.587 0.105
H -1.798 1.357 0.384 0.074
N -1.801 0.357 0.356 0.000
H -0.330 -2.245 0.407 0.100
H 2.191 0.485 0.423 0.138
H -2.603 -0.174 0.547 0.065
N 1.838 1.115 -0.418 0.088
H -1.132 -0.643 1.962 0.060
H 1.107 -1.314 0.917 0.099
H 0.957 -1.273 -1.791 0.104
C 0.297 -0.699 -1.107 -0.130
H -0.172 0.799 1.542 0.148
C 0.098 -1.230 0.385 -0.171
O -0.150 1.744 -1.418 0.049
```

Kohn-Sham gap   9.7 eV
Energy above the lowest of the compared OMol25 structures with the same formula, charge and spin   52.2 kcal per mole
E_LUMO   0.0342 Eh
SMILES   NCCCC(N)=O

---

C25H51CdF3O5SSe2Si4Te as an isolated structure at a distorted geometry, computed with the ωB97M-V functional and the def2-TZVPD basis.

Structure (XYZ):
```
93
Properties=species:S:1:pos:R:3:lowdin_charge:R:1
H 0.753 -3.584 0.875 0.008
Se 2.112 -1.460 -0.969 0.261
H -0.193 -3.013 4.596 0.113
H 1.996 4.475 -0.506 0.010
Si -2.437 2.504 -3.257 0.298
H -4.254 3.683 -4.494 0.019
C -2.745 0.949 1.006 -0.218
H -0.383 -4.184 -2.459 0.128
H 1.712 -5.865 -1.670 0.072
H 1.883 -4.550 -4.921 0.118
H -4.287 4.119 -2.778 0.006
C -0.960 -2.891 2.020 -0.370
H 3.262 0.459 5.076 0.075
H -0.321 5.308 -4.007 0.008
C -1.382 2.248 -4.802 -0.230
C 0.979 0.258 2.971 -0.086
C 1.563 -3.486 -3.052 -0.583
C -1.634 3.636 1.959 -0.218
C 1.246 -3.737 -4.553 -0.200
H 1.934 1.039 6.074 0.072
C 2.264 0.901 5.044 -0.059
H -1.015 -1.995 0.049 0.064
H 1.358 1.146 2.476 0.105
H 2.336 1.880 4.569 0.068
O 2.510 -4.066 5.337 -0.382
H -0.694 3.081 -4.956 0.007
C 4.984 -4.899 5.145 -0.648
O 3.850 -4.069 7.381 -0.347
H -1.865 6.261 -0.173 0.009
H 0.998 6.260 -3.311 0.019
C 0.212 -0.643 2.239 -0.116
H -0.653 3.203 2.162 0.021
H -3.529 0.868 1.763 0.037
H 0.351 -1.710 -2.643 0.046
C 3.017 -3.837 -2.843 -0.528
H -2.371 -1.520 1.078 0.050
S 3.761 -3.720 5.981 0.380
C 0.656 -4.319 -2.151 -0.266
F 6.000 -4.234 4.569 0.082
Te 0.831 1.299 -1.519 0.285
H -0.780 1.344 -4.700 0.011
Si -2.448 2.743 0.507 0.330
Cd 3.271 -2.324 2.428 0.826
H -1.694 -3.355 2.691 0.130
C -1.712 -2.354 0.806 -0.071
C -3.631 3.920 -3.627 -0.228
H -2.316 -3.142 0.353 0.076
C 0.100 -2.075 4.139 -0.062
C -0.241 -1.822 2.812 -0.239
O 0.927 -5.716 -2.220 -0.066
C -1.480 6.338 -1.193 -0.228
H 3.659 -3.211 -3.463 0.074
H -2.019 2.155 -5.687 0.020
H -4.016 0.673 -3.917 0.021
Si -1.117 2.860 -1.385 -0.080
C 0.881 -1.190 4.862 -0.071
H -4.192 1.073 -2.201 0.010
H 1.495 -2.839 -5.123 0.125
H -2.821 0.102 -2.744 0.024
H -0.338 -4.838 -4.411 0.076
C 0.049 -3.979 1.611 -0.082
H -3.085 4.841 -3.849 0.010
H -1.042 7.333 -1.312 0.019
H 0.634 -4.312 2.468 0.065
O 4.288 -2.415 5.636 -0.405
C 1.334 -0.005 4.287 -0.320
H -4.724 3.573 1.106 0.021
Se 3.417 -3.498 -0.965 0.442
H 3.227 -4.881 -3.077 0.068
H -2.238 3.538 2.866 0.025
H -4.001 4.602 -0.139 0.012
H -4.684 3.031 -0.576 0.009
C 1.197 5.188 -0.295 -0.230
H 0.842 4.992 0.718 0.011
H -0.455 -4.845 1.174 0.077
H 0.739 -3.950 -1.130 0.047
O -0.110 -4.016 -4.861 -0.061
H -2.331 6.258 -1.875 0.009
H 0.034 -0.429 1.194 0.040
H -1.497 4.700 1.755 0.007
H 1.901 -1.374 -3.418 0.055
F 5.536 -5.777 6.009 0.084
Si -0.207 4.984 -1.536 0.288
F 4.388 -5.624 4.183 0.080
C 1.398 -2.000 -2.686 -0.549
H 1.191 4.513 -3.544 0.021
C 0.483 5.295 -3.268 -0.230
H 1.185 -1.449 5.869 0.110
H -3.029 0.339 0.146 0.019
C -3.469 0.940 -3.009 -0.226
H -1.830 0.520 1.420 -0.001
C -4.122 3.568 0.192 -0.228
H 1.608 6.202 -0.326 0.020
```

Kohn-Sham gap   6.0 eV
Total charge   -2
Energy above the lowest of the compared OMol25 structures with the same formula, charge and spin   34.9 kcal per mole
E_LUMO   0.1412 Eh

---

The molecule C16H25NO3, computed with the ωB97M-V functional and the def2-TZVPD basis.

Structure (XYZ):
```
45
Properties=species:S:1:pos:R:3:lowdin_charge:R:1
H -1.425 -4.518 4.659 0.103
H -0.455 1.654 -1.905 0.095
H 2.130 3.153 -5.826 0.105
H 1.614 -2.197 4.703 0.124
C 0.103 1.978 -2.767 0.039
H 0.515 -0.387 3.187 0.132
C 0.732 -4.175 4.556 -0.176
C -1.983 3.730 -1.856 -0.244
O 1.459 -0.051 -2.790 -0.040
C 0.652 -1.190 2.438 -0.184
C 1.174 0.146 -0.355 -0.180
H -1.284 -0.750 1.573 0.124
C -0.905 -2.659 3.619 -0.187
H -3.756 2.577 -1.460 0.076
O 0.092 0.267 0.539 -0.147
C 0.564 3.630 -4.461 -0.021
C 1.845 1.601 -4.392 -0.023
H 2.024 -0.368 0.107 0.120
H 1.197 -4.476 5.492 0.106
C -0.173 3.209 -3.354 -0.260
H -0.310 -0.489 -1.803 0.131
H 1.052 -1.621 -1.644 0.129
H 1.481 1.171 -0.583 0.130
N 0.399 -2.503 2.980 -0.185
C 0.778 -0.563 -1.671 -0.166
C -0.258 -0.913 1.234 -0.196
H -2.415 4.680 -1.531 0.123
C -3.095 2.783 -2.298 -0.061
C 1.114 1.177 -3.285 -0.260
H -0.242 -1.785 0.570 0.127
H -0.835 -3.232 5.713 0.105
H 2.326 -3.196 3.409 0.119
H 0.771 -5.007 3.855 0.110
H -1.266 -1.707 4.036 0.116
C 1.563 2.824 -4.969 -0.081
O -1.118 4.086 -2.915 -0.047
H -1.419 3.304 -1.016 0.117
C 1.397 -2.957 3.932 -0.206
H -2.685 1.845 -2.664 0.067
H -3.670 3.240 -3.100 0.079
H -1.626 -2.996 2.871 0.114
H 2.620 0.959 -4.777 0.113
C -0.712 -3.700 4.735 -0.165
H 1.695 -1.166 2.111 0.116
H 0.336 4.589 -4.897 0.113
```

Kohn-Sham gap   8.9 eV
Energy above the lowest of the compared OMol25 structures with the same formula, charge and spin   66.9 kcal per mole
E_LUMO   0.0310 Eh
SMILES   CCOc1cccc(OCCOCCN2CCCC2)c1